{"formula": "C27H29N7O3", "method": "ωB97M-V with the def2-TZVPD basis set", "multiplicity": 1, "total_energy_ev": -45042.4902, "de_lowest_kcal_mol": 12.1, "lumo_ev": 0.00, "elements": ["O", "C", "N", "C", "C", "C", "C", "C", "C", "C", "C", "C", "C", "N", "N", "N", "N", "C", "C", "C", "C", "C", "C", "C", "N", "C", "C", "N", "C", "C", "C", "C", "C", "O", "C", "C", "O", "H", "H", "H", "H", "H", "H", "H", "H", "H", "H", "H", "H", "H", "H", "H", "H", "H", "H", "H", "H", "H", "H", "H", "H", "H", "H", "H", "H", "H"], "xyz": [[-1.1418, -1.1445, 2.5648], [-0.4332, -0.7756, 1.6421], [0.9095, -0.5590, 1.8467], [1.8178, -0.2010, 0.8878], [3.1640, -0.0353, 1.1953], [4.0667, 0.3210, 0.2089], [3.6269, 0.4909, -1.1194], [2.2887, 0.3471, -1.4199], [1.3636, 0.0067, -0.4298], [-0.0240, -0.1814, -0.6968], [-0.8909, -0.5445, 0.2757], [-2.3786, -0.7603, 0.0356], [-2.5236, -1.5251, -1.2340], [-2.6773, -1.0882, -2.4641], [-2.6799, -2.1559, -3.2516], [-2.5271, -3.2191, -2.5845], [-2.4246, -2.8797, -1.2967], [-2.1588, -3.8465, -0.2707], [-0.7365, -3.7554, 0.2319], [0.3034, -3.4781, -0.6466], [1.6031, -3.3820, -0.1837], [1.8769, -3.5781, 1.1591], [0.8466, -3.8729, 2.0354], [-0.4560, -3.9554, 1.5760], [-3.2310, 0.4096, 0.0731], [-3.4798, 0.9672, 1.3877], [-2.4867, 2.0598, 1.8082], [-2.4850, 3.0715, 0.7840], [-1.6464, 4.2292, 0.9971], [-1.5751, 4.8866, -0.3911], [-1.9952, 3.7748, -1.3731], [-2.0613, 2.5269, -0.4946], [-3.0560, 1.4499, -0.9250], [4.4987, 0.7938, -2.1323], [5.8506, 0.5737, -1.7957], [6.1493, 1.1526, -0.4150], [5.3716, 0.4976, 0.5662], [1.2436, -0.7319, 2.7874], [3.5258, -0.1741, 2.2016], [1.9657, 0.4931, -2.4381], [-0.3740, -0.0326, -1.7095], [-2.7241, -1.4027, 0.8582], [-2.8612, -3.7044, 0.5564], [-2.3371, -4.8273, -0.7244], [0.0987, -3.3356, -1.6981], [2.4017, -3.1527, -0.8732], [2.8923, -3.5016, 1.5193], [1.0525, -4.0296, 3.0836], [-1.2574, -4.1656, 2.2677], [-3.4771, 0.1673, 2.1289], [-4.4766, 1.4199, 1.3528], [-2.8125, 2.5021, 2.7531], [-1.4787, 1.6266, 1.9609], [-2.0899, 4.8797, 1.7533], [-0.6342, 3.9406, 1.3387], [-2.2574, 5.7323, -0.4515], [-0.5688, 5.2480, -0.5983], [-1.2927, 3.6572, -2.1957], [-2.9814, 3.9819, -1.7867], [-1.0475, 2.0892, -0.4073], [-2.7662, 0.9909, -1.8688], [-4.0352, 1.9243, -1.0527], [6.4449, 1.0628, -2.5683], [6.0656, -0.5040, -1.7916], [7.1920, 0.9988, -0.1346], [5.9207, 2.2267, -0.4139]]}

***

{"formula": "C27H29NO4", "method": "ωB97M-V with the def2-TZVPD basis set", "multiplicity": 1, "total_energy_ev": -38151.4052, "de_lowest_kcal_mol": 2.3, "lumo_ev": 0.41, "elements": ["C", "C", "C", "O", "C", "C", "C", "C", "C", "C", "C", "O", "O", "N", "C", "O", "C", "C", "C", "C", "C", "C", "C", "C", "C", "C", "C", "C", "C", "C", "C", "C", "H", "H", "H", "H", "H", "H", "H", "H", "H", "H", "H", "H", "H", "H", "H", "H", "H", "H", "H", "H", "H", "H", "H", "H", "H", "H", "H", "H", "H"], "xyz": [[-6.9353, -3.2918, -0.6891], [-6.7797, -2.5219, 0.6162], [-5.3891, -1.9076, 0.7462], [-5.2607, -0.9087, -0.2468], [-4.1050, -0.2098, -0.3375], [-2.9864, -0.3990, 0.4698], [-1.8592, 0.3808, 0.2816], [-1.8143, 1.3538, -0.7081], [-0.5720, 2.1844, -0.8908], [-0.2972, 3.0603, 0.3580], [-0.3259, 4.5529, 0.0308], [-1.0718, 5.3135, 0.5854], [0.5192, 4.9492, -0.9055], [0.5442, 1.2869, -1.1635], [1.7681, 1.7095, -1.5082], [2.0283, 2.8903, -1.6980], [2.8207, 0.6287, -1.6654], [2.7387, -0.4799, -0.5990], [2.4361, 0.0608, 0.7805], [1.6590, -0.7003, 1.6464], [1.3483, -0.2407, 2.9136], [1.8123, 0.9930, 3.3362], [2.5930, 1.7562, 2.4857], [2.9041, 1.2947, 1.2174], [4.0255, -1.2802, -0.5992], [5.1848, -0.7790, -0.0215], [6.3567, -1.5129, -0.0479], [6.3868, -2.7573, -0.6539], [5.2364, -3.2647, -1.2314], [4.0642, -2.5300, -1.2025], [-2.9329, 1.5399, -1.5112], [-4.0627, 0.7724, -1.3300], [-7.9442, -3.6856, -0.7792], [-6.7411, -2.6342, -1.5320], [-6.2350, -4.1236, -0.7289], [-6.9456, -3.1849, 1.4670], [-7.5152, -1.7175, 0.6575], [-4.6219, -2.6819, 0.6057], [-5.2649, -1.4632, 1.7436], [-2.9838, -1.1423, 1.2513], [-1.0053, 0.2325, 0.9292], [-0.6947, 2.8354, -1.7668], [-1.0453, 2.8712, 1.1278], [0.6859, 2.8189, 0.7694], [1.1094, 4.2207, -1.2444], [0.3821, 0.3102, -0.9816], [2.7114, 0.1834, -2.6578], [3.7961, 1.1170, -1.6398], [1.9331, -1.1727, -0.8735], [1.2931, -1.6655, 1.3222], [0.7389, -0.8447, 3.5698], [1.5654, 1.3590, 4.3211], [2.9580, 2.7207, 2.8066], [3.5019, 1.9161, 0.5680], [5.1718, 0.1863, 0.4613], [7.2501, -1.1111, 0.4068], [7.3024, -3.3293, -0.6746], [5.2498, -4.2352, -1.7053], [3.1698, -2.9352, -1.6559], [-2.9201, 2.2974, -2.2802], [-4.9363, 0.9144, -1.9457]]}

***

{"formula": "C27H29NO8S", "method": "ωB97M-V with the def2-TZVPD basis set", "multiplicity": 1, "total_energy_ev": -57175.8051, "de_lowest_kcal_mol": 1.6, "lumo_ev": 0.07, "elements": ["C", "S", "C", "C", "C", "N", "C", "O", "O", "C", "C", "C", "C", "C", "O", "O", "C", "C", "C", "C", "C", "O", "C", "C", "C", "C", "C", "C", "C", "O", "C", "C", "O", "C", "O", "C", "C", "H", "H", "H", "H", "H", "H", "H", "H", "H", "H", "H", "H", "H", "H", "H", "H", "H", "H", "H", "H", "H", "H", "H", "H", "H", "H", "H", "H", "H"], "xyz": [[5.3029, 3.3997, -4.7746], [5.5144, 1.9500, -5.8462], [4.1142, 0.9349, -5.2751], [4.4196, 0.2336, -3.9592], [3.2282, -0.5955, -3.4615], [3.6473, -1.6143, -2.5334], [3.0279, -2.8312, -2.5123], [2.3036, -3.2216, -3.3935], [3.3899, -3.4916, -1.4066], [2.9200, -4.8442, -1.1716], [3.5528, -5.2279, 0.1664], [1.3953, -4.8602, -1.0694], [3.4077, -5.7733, -2.2818], [2.1347, 0.3004, -2.8728], [1.8536, 1.3929, -3.2827], [1.5590, -0.3106, -1.8288], [0.4844, 0.2201, -1.1374], [-0.4981, 1.0177, -1.7251], [-1.5458, 1.4629, -0.9529], [-1.6491, 1.1288, 0.3992], [-2.7809, 1.6241, 1.2058], [-3.6593, 2.3213, 0.7343], [-2.7343, 1.1758, 2.6084], [-3.7975, 1.5752, 3.5409], [-4.3156, 0.6638, 4.4616], [-5.3027, 1.0451, 5.3450], [-5.8016, 2.3423, 5.3285], [-5.3165, 3.2501, 4.3818], [-4.3151, 2.8637, 3.5033], [-5.8019, 4.5288, 4.2909], [-7.0299, 4.7050, 4.9599], [-6.9652, 4.0764, 6.3512], [-6.7578, 2.6849, 6.2487], [-1.7191, 0.3876, 3.0207], [-0.7007, -0.0556, 2.2677], [-0.6631, 0.3149, 0.9670], [0.4051, -0.1382, 0.1969], [4.2792, 3.7537, -4.8510], [5.5446, 3.1457, -3.7467], [5.9894, 4.1577, -5.1362], [3.2472, 1.5867, -5.1830], [3.9407, 0.2069, -6.0668], [4.6837, 0.9729, -3.1999], [5.2710, -0.4352, -4.0970], [2.7682, -1.1332, -4.3037], [4.1211, -1.3293, -1.6905], [3.2632, -6.2388, 0.4366], [3.2243, -4.5446, 0.9451], [4.6359, -5.1757, 0.0951], [1.0632, -4.1602, -0.3054], [0.9528, -4.5771, -2.0202], [1.0570, -5.8580, -0.8049], [2.9644, -5.4882, -3.2317], [3.1246, -6.7968, -2.0529], [4.4908, -5.7169, -2.3677], [-0.4327, 1.2840, -2.7665], [-2.3215, 2.0842, -1.3739], [-3.9545, -0.3530, 4.4743], [-5.7078, 0.3529, 6.0658], [-3.9589, 3.5871, 2.7897], [-7.2005, 5.7809, 5.0184], [-7.8402, 4.2329, 4.3875], [-7.9024, 4.2111, 6.8932], [-6.1425, 4.5357, 6.9166], [-1.6281, 0.0440, 4.0421], [1.1614, -0.7653, 0.6401]]}

***

no.,HOMO energy (eV)
1,-7.890
2,-8.748
3,-8.138